Entry 1:
{
  "formula": "C28H53FGeN4O9PRb",
  "method": "the ωB97M-V functional and the def2-TZVPD basis",
  "lumo_ev": [2.10, 1.42],
  "orbital_gap_ev": [6.436, 5.756],
  "homo_ev": [-4.334, -4.334],
  "de_lowest_kcal_mol": 5.4,
  "multiplicity": 2,
  "charge": -1,
  "species": ["Rb", "C", "C", "C", "C", "O", "Ge", "O", "C", "C", "C", "C", "O", "C", "C", "C", "C", "H", "H", "H", "H", "H", "H", "H", "H", "H", "H", "H", "H", "H", "H", "H", "H", "H", "H", "H", "H", "H", "H", "H", "H", "H", "H", "H", "C", "C", "N", "O", "C", "C", "N", "O", "H", "H", "H", "H", "H", "H", "H", "F", "C", "C", "N", "C", "C", "O", "O", "C", "O", "N", "C", "O", "H", "H", "H", "H", "C", "C", "P", "C", "C", "C", "C", "H", "H", "H", "H", "H", "H", "H", "H", "H", "H", "H", "H", "H", "H", "H"],
  "xyz": [[0.86, -0.21, -0.19], [2.14, -4.07, -0.03], [1.40, -3.95, 1.31], [2.02, -4.89, 2.33], [-0.07, -4.32, 1.10], [1.40, -2.61, 1.76], [2.95, -1.72, 2.35], [1.94, -0.17, 2.73], [1.13, -0.02, 3.89], [1.73, -0.74, 5.10], [1.05, 1.47, 4.17], [-0.27, -0.57, 3.61], [3.31, -1.13, 0.60], [4.43, -0.35, 0.21], [4.22, 1.12, 0.60], [5.72, -0.88, 0.84], [4.53, -0.46, -1.31], [2.10, -5.09, -0.42], [3.19, -3.78, 0.09], [1.70, -3.39, -0.77], [1.93, -5.93, 2.02], [1.52, -4.77, 3.30], [3.08, -4.67, 2.48], [-0.18, -5.33, 0.69], [-0.53, -3.62, 0.40], [-0.61, -4.26, 2.05], [2.76, -0.39, 5.27], [1.77, -1.82, 4.95], [1.14, -0.53, 6.00], [2.05, 1.87, 4.35], [0.43, 1.68, 5.05], [0.63, 1.99, 3.32], [-0.22, -1.63, 3.34], [-0.71, -0.04, 2.75], [-0.93, -0.44, 4.47], [4.04, 1.20, 1.68], [3.36, 1.54, 0.07], [5.11, 1.70, 0.33], [5.70, -0.77, 1.93], [6.59, -0.34, 0.46], [5.84, -1.94, 0.61], [3.64, -0.05, -1.79], [4.63, -1.51, -1.60], [5.39, 0.10, -1.69], [-3.55, -3.11, -0.81], [-2.41, -2.20, -1.14], [-2.07, -1.18, -0.45], [-2.86, -1.00, 0.67], [-1.59, -2.43, -2.36], [-2.16, -2.92, -3.66], [-0.34, -2.16, -2.30], [0.54, -2.18, -3.15], [-3.60, -3.27, 0.26], [-3.43, -4.08, -1.31], [-4.50, -2.68, -1.13], [-2.50, -0.17, 1.02], [-3.21, -3.18, -3.53], [-1.62, -3.79, -4.01], [-2.07, -2.14, -4.42], [-2.93, 4.77, -3.94], [-2.56, 3.54, -4.32], [-1.33, 3.08, -4.10], [-0.92, 1.82, -4.46], [0.41, 1.38, -4.03], [0.54, 1.49, -2.50], [1.69, 1.69, -2.05], [-0.52, 1.33, -1.85], [-1.79, 0.93, -5.05], [-1.51, -0.22, -5.33], [-3.07, 1.44, -5.25], [-3.56, 2.70, -4.95], [-4.72, 3.00, -5.16], [-0.59, 3.69, -3.60], [1.18, 1.97, -4.52], [0.52, 0.34, -4.32], [-3.72, 0.79, -5.66], [-0.08, 4.71, 1.04], [0.08, 3.23, 0.70], [-1.47, 2.22, 0.74], [-2.24, 2.82, 2.32], [-3.40, 1.93, 2.76], [-2.51, 3.10, -0.51], [-3.57, 2.20, -1.15], [0.86, 5.25, 0.88], [-0.37, 4.87, 2.08], [-0.83, 5.19, 0.41], [0.78, 2.76, 1.39], [0.51, 3.11, -0.29], [-2.57, 3.86, 2.22], [-1.46, 2.81, 3.08], [-4.16, 1.83, 1.98], [-3.89, 2.31, 3.65], [-3.05, 0.92, 3.00], [-1.82, 3.44, -1.29], [-2.95, 3.99, -0.06], [-3.10, 1.32, -1.58], [-4.11, 2.73, -1.94], [-4.31, 1.87, -0.42]]
}

Entry 2:
{
  "formula": "C25H61CuN4O11Sr",
  "method": "the ωB97M-V functional and the def2-TZVPD basis",
  "lumo_ev": -9.72,
  "orbital_gap_ev": 1.490,
  "homo_ev": -11.214,
  "charge": 2,
  "species": ["Cu", "Sr", "O", "C", "O", "O", "H", "C", "O", "C", "C", "N", "C", "C", "O", "C", "H", "H", "H", "H", "H", "H", "H", "H", "H", "H", "H", "H", "H", "H", "H", "C", "O", "C", "C", "N", "C", "C", "O", "C", "H", "H", "H", "H", "H", "H", "H", "H", "H", "H", "H", "H", "H", "H", "H", "C", "O", "C", "C", "N", "C", "C", "O", "C", "H", "H", "H", "H", "H", "H", "H", "H", "H", "H", "H", "H", "H", "H", "H", "C", "O", "C", "C", "N", "C", "C", "O", "C", "H", "H", "H", "H", "H", "H", "H", "H", "H", "H", "H", "H", "H", "H", "H"],
  "xyz": [[-3.95, -2.10, -4.14], [-6.48, 0.80, -2.30], [-2.13, 0.38, -0.91], [-3.12, -0.30, -1.49], [-4.29, 0.14, -1.27], [-2.79, -1.26, -2.24], [-1.36, -0.20, -1.09], [-0.54, -1.30, 1.74], [0.04, -2.11, 2.72], [0.79, -3.16, 2.13], [1.34, -4.03, 3.27], [2.80, -4.06, 3.23], [3.33, -5.23, 3.88], [4.82, -5.17, 4.15], [5.51, -5.44, 2.94], [6.83, -5.88, 3.09], [-1.14, -1.91, 1.05], [0.21, -0.81, 1.10], [-1.08, -0.46, 2.17], [1.58, -2.79, 1.48], [0.15, -3.79, 1.49], [1.02, -5.06, 3.07], [1.01, -3.64, 4.23], [3.20, -3.96, 2.30], [3.14, -6.16, 3.32], [2.89, -5.51, 4.84], [5.09, -6.01, 4.81], [5.10, -4.22, 4.62], [7.43, -5.19, 3.71], [7.32, -5.90, 2.12], [6.90, -6.84, 3.62], [-0.97, 9.88, -5.20], [-1.00, 8.59, -5.78], [0.27, 8.15, -6.23], [1.10, 7.60, -5.08], [0.48, 6.41, -4.55], [1.04, 5.84, -3.35], [0.39, 4.55, -2.97], [-1.02, 4.68, -2.93], [-1.68, 3.46, -2.67], [-0.77, 10.62, -5.98], [-0.32, 9.97, -4.33], [-1.94, 10.14, -4.78], [0.86, 8.86, -6.81], [0.01, 7.28, -6.83], [1.41, 8.29, -4.28], [2.10, 7.38, -5.48], [-0.53, 6.47, -4.53], [0.89, 6.59, -2.54], [2.13, 5.85, -3.33], [0.71, 4.22, -1.97], [0.74, 3.73, -3.61], [-2.70, 3.78, -2.44], [-1.22, 2.97, -1.81], [-1.64, 2.79, -3.54], [1.32, 0.98, -2.53], [1.95, -0.18, -2.06], [1.03, -1.24, -1.85], [1.79, -2.45, -1.38], [2.37, -3.15, -2.50], [3.49, -4.01, -2.12], [4.72, -3.31, -1.59], [4.65, -3.18, -0.17], [5.80, -2.58, 0.41], [0.90, 0.74, -3.52], [2.04, 1.79, -2.68], [0.58, 1.44, -1.86], [0.44, -1.42, -2.76], [0.33, -0.85, -1.10], [1.09, -3.06, -0.79], [2.50, -2.18, -0.59], [2.65, -2.51, -3.24], [3.81, -4.53, -3.03], [3.07, -4.77, -1.46], [4.83, -2.29, -1.99], [5.66, -3.83, -1.82], [6.02, -1.66, -0.14], [6.62, -3.27, 0.59], [5.42, -2.32, 1.40], [-5.07, 1.67, 1.44], [-5.65, 1.81, 2.70], [-4.75, 1.79, 3.80], [-5.36, 1.03, 4.95], [-5.54, -0.41, 4.71], [-4.31, -1.14, 4.41], [-4.62, -2.62, 4.31], [-5.31, -2.99, 3.12], [-4.51, -2.90, 1.95], [-5.84, 1.17, 0.82], [-4.08, 1.21, 1.42], [-5.06, 2.65, 0.92], [-4.45, 2.82, 4.05], [-3.76, 1.36, 3.56], [-6.39, 1.38, 5.00], [-4.88, 1.21, 5.90], [-6.15, -0.52, 3.91], [-3.59, -1.08, 5.23], [-3.78, -0.80, 3.51], [-5.23, -2.94, 5.15], [-3.68, -3.17, 4.44], [-5.04, -2.26, 1.23], [-4.44, -3.91, 1.56], [-3.53, -2.43, 2.04]]
}

Entry 3:
{
  "formula": "C6H13N",
  "method": "the ωB97M-V functional and the def2-TZVPD basis",
  "lumo_ev": 1.16,
  "orbital_gap_ev": 9.071,
  "homo_ev": -7.913,
  "smiles": "CCN1CCCC1",
  "de_lowest_kcal_mol": 14.4,
  "species": ["C", "C", "N", "C", "C", "C", "C", "H", "H", "H", "H", "H", "H", "H", "H", "H", "H", "H", "H", "H"],
  "xyz": [[-2.17, -1.14, -1.05], [-1.56, -0.37, 0.15], [-0.12, -0.32, 0.03], [0.50, 0.57, -0.94], [1.57, 1.28, -0.12], [1.97, 0.21, 0.90], [0.57, -0.25, 1.31], [-1.51, -1.07, -1.92], [-3.12, -0.70, -1.36], [-2.10, -2.20, -0.81], [-1.94, 0.65, 0.25], [-1.96, -0.90, 1.02], [-0.22, 1.16, -1.51], [0.97, -0.06, -1.67], [2.34, 1.73, -0.73], [1.05, 2.06, 0.45], [2.56, 0.65, 1.70], [2.51, -0.61, 0.41], [0.47, -1.19, 1.85], [0.19, 0.48, 2.04]]
}

Entry 4:
{
  "formula": "C2H3Cl2N",
  "method": "the ωB97M-V functional and the def2-TZVPD basis",
  "lumo_ev": [0.98, -3.28],
  "orbital_gap_ev": [6.974, 7.445],
  "homo_ev": [-5.991, -10.725],
  "de_lowest_kcal_mol": 48.7,
  "multiplicity": 3,
  "species": ["C", "C", "N", "Cl", "Cl", "H", "H", "H"],
  "xyz": [[0.22, -0.20, -0.86], [0.02, -0.32, 0.71], [0.19, 0.91, 0.05], [1.34, -0.81, 1.81], [-1.30, 1.83, -0.07], [1.15, -0.34, -1.23], [-0.68, -0.41, -1.26], [-0.94, -0.66, 0.84]]
}